No. 1
{
  "formula": "C3H6INOS",
  "method": "ωB97M-V/def2-TZVPD",
  "smiles": "C[C@@H](O)S.N#CI",
  "e_lumo_ev": -0.6236,
  "de_lowest_kcal_mol": 39.4,
  "total_energy_ev": -25680.0788,
  "gap_ha": 0.3115,
  "elements": ["C", "C", "C", "N", "O", "S", "I", "H", "H", "H", "H", "H", "H"],
  "positions_angstrom": [[0.916, 2.370, 2.475], [-0.544, -0.090, -1.561], [-0.614, -1.210, -0.470], [-0.013, 2.778, 1.938], [-0.104, -2.382, -0.934], [0.374, -0.681, 0.951], [2.276, 1.409, 3.672], [0.556, 0.163, -1.731], [-1.022, -0.489, -2.481], [-1.019, 0.820, -1.330], [-1.697, -1.311, -0.080], [0.113, 0.657, 0.845], [0.779, -2.035, -1.293]]
}

=====

No. 2
{
  "formula": "C33H81N4O7",
  "method": "ωB97M-V/def2-TZVPD",
  "charge": 4,
  "e_lumo_ev": [-8.3543, -13.4977],
  "de_lowest_kcal_mol": 60.7,
  "total_energy_ev": -55781.9677,
  "gap_ha": [0.3656, 0.1766],
  "spin_multiplicity": 2,
  "elements": ["C", "C", "N", "C", "C", "C", "C", "C", "O", "C", "H", "H", "H", "H", "H", "H", "H", "H", "H", "H", "H", "H", "H", "H", "H", "H", "H", "H", "H", "H", "C", "C", "N", "C", "C", "C", "C", "C", "O", "C", "H", "H", "H", "H", "H", "H", "H", "H", "H", "H", "H", "H", "H", "H", "H", "H", "H", "H", "H", "H", "C", "C", "N", "C", "C", "C", "C", "C", "O", "C", "H", "H", "H", "H", "H", "H", "H", "H", "H", "H", "H", "H", "H", "H", "H", "H", "H", "H", "H", "H", "C", "C", "N", "C", "C", "C", "C", "C", "O", "C", "H", "H", "H", "H", "H", "H", "H", "H", "H", "H", "H", "H", "H", "H", "H", "H", "H", "H", "H", "H", "O", "C", "O", "O", "H"],
  "positions_angstrom": [[-9.201, -2.423, -3.680], [-7.769, -2.828, -3.479], [-6.858, -2.091, -2.418], [-7.770, -1.308, -1.400], [-5.941, -3.178, -1.737], [-5.175, -4.052, -2.733], [-6.018, -1.023, -3.167], [-4.905, -0.351, -2.357], [-5.369, 0.420, -1.333], [-4.377, 1.167, -0.591], [-9.262, -1.337, -3.744], [-9.869, -2.489, -2.820], [-9.657, -2.921, -4.536], [-7.197, -2.807, -4.407], [-7.753, -3.895, -3.259], [-7.209, -1.120, -0.485], [-8.485, -2.025, -0.995], [-8.267, -0.403, -1.749], [-6.617, -3.684, -1.048], [-5.357, -2.649, -0.985], [-5.728, -4.622, -3.480], [-4.622, -4.834, -2.212], [-4.532, -3.385, -3.307], [-6.844, -0.409, -3.527], [-5.593, -1.676, -3.929], [-4.147, 0.230, -2.883], [-4.308, -1.121, -1.870], [-3.815, 0.541, 0.102], [-4.913, 1.887, 0.027], [-3.602, 1.752, -1.087], [4.791, 1.784, 5.587], [5.172, 2.534, 4.260], [3.928, 2.607, 3.332], [2.778, 3.342, 4.120], [4.159, 3.471, 2.069], [4.524, 4.977, 2.385], [3.305, 1.244, 2.857], [4.404, 0.089, 2.474], [5.381, 0.597, 1.553], [6.267, -0.393, 1.225], [4.185, 2.310, 6.325], [5.698, 1.462, 6.101], [4.270, 0.829, 5.522], [6.008, 2.099, 3.713], [5.386, 3.543, 4.613], [1.883, 3.294, 3.500], [2.974, 4.377, 4.400], [2.555, 2.844, 5.064], [3.213, 3.502, 1.529], [5.082, 3.089, 1.634], [5.356, 5.414, 1.833], [4.583, 5.241, 3.441], [3.688, 5.558, 1.996], [2.515, 1.502, 2.152], [2.812, 0.893, 3.764], [3.806, -0.756, 2.131], [4.882, -0.335, 3.357], [6.795, 0.170, 0.456], [5.870, -1.215, 0.629], [6.969, -0.634, 2.024], [3.620, 0.227, -1.427], [2.585, 1.267, -1.686], [2.643, 1.886, -3.150], [2.381, 0.750, -4.191], [1.418, 2.939, -3.152], [1.176, 3.713, -4.454], [4.008, 2.570, -3.600], [4.680, 3.392, -2.453], [3.634, 4.379, -2.116], [4.004, 5.344, -1.182], [4.680, 0.477, -1.381], [3.483, -0.658, -2.048], [3.519, -0.243, -0.448], [2.796, 2.014, -0.920], [1.553, 0.916, -1.684], [2.687, 1.111, -5.172], [1.320, 0.500, -4.185], [2.868, -0.185, -3.913], [1.423, 3.442, -2.185], [0.505, 2.347, -3.224], [0.810, 3.035, -5.226], [2.055, 4.297, -4.727], [0.420, 4.488, -4.328], [3.881, 3.297, -4.402], [4.757, 1.836, -3.897], [5.666, 3.668, -2.827], [4.765, 2.761, -1.568], [4.600, 6.172, -1.566], [4.437, 5.079, -0.218], [3.037, 5.545, -0.720], [-2.021, -1.063, 2.686], [-1.339, -2.446, 2.602], [-1.133, -2.947, 1.115], [-2.470, -3.158, 0.304], [-0.246, -1.867, 0.270], [1.087, -1.486, 0.968], [-0.298, -4.251, 1.148], [-0.896, -5.431, 1.903], [-0.754, -5.209, 3.321], [-0.921, -6.464, 4.017], [-2.301, -0.902, 3.727], [-2.934, -0.980, 2.096], [-1.420, -0.164, 2.549], [-1.988, -3.089, 3.195], [-0.481, -2.421, 3.274], [-2.829, -2.294, -0.254], [-3.133, -3.510, 1.095], [-2.306, -3.938, -0.440], [-0.764, -0.920, 0.422], [-0.130, -2.175, -0.769], [1.357, -0.651, 0.323], [2.002, -2.072, 1.055], [0.874, -0.995, 1.917], [0.632, -4.050, 1.680], [-0.071, -4.588, 0.137], [-0.267, -6.262, 1.581], [-1.941, -5.618, 1.657], [-0.141, -7.216, 3.892], [-1.863, -6.949, 3.763], [-1.216, -6.499, 5.066], [-1.598, 2.216, 1.150], [-0.672, 2.065, 0.250], [0.507, 2.288, 0.616], [-1.013, 1.709, -0.905], [-0.801, 2.167, 1.683]]
}

=====

No. 3
{
  "formula": "C4H12NS",
  "method": "ωB97M-V/def2-TZVPD",
  "charge": 1,
  "smiles": "C[NH2+]C(C)(C)S",
  "e_lumo_ev": -3.3921,
  "de_lowest_kcal_mol": 29.9,
  "total_energy_ev": -16660.3634,
  "gap_ha": 0.3844,
  "elements": ["C", "C", "C", "C", "N", "S", "H", "H", "H", "H", "H", "H", "H", "H", "H", "H", "H", "H"],
  "positions_angstrom": [[0.364, -1.031, -1.317], [0.282, -0.980, 1.243], [-1.594, 0.953, -0.046], [0.680, -0.139, -0.036], [-0.093, 1.083, -0.086], [2.412, 0.203, -0.059], [0.802, -2.003, -1.338], [0.602, -0.507, -2.258], [-0.761, -1.215, -1.344], [0.501, -0.287, 2.212], [0.871, -1.964, 1.452], [-0.743, -1.264, 1.068], [-1.988, 0.690, 0.937], [-2.053, 1.961, -0.245], [-1.915, 0.317, -0.960], [0.210, 1.623, 0.705], [0.118, 1.622, -0.883], [2.306, 0.937, 0.956]]
}

=====

No. 4
{
  "formula": "C29H43Br2GeN2O5Si3W",
  "method": "ωB97M-V/def2-TZVPD",
  "charge": 2,
  "e_lumo_ev": [-6.6546, -9.9900],
  "de_lowest_kcal_mol": 61.7,
  "total_energy_ev": -266030.6065,
  "gap_ha": [0.2348, 0.1093],
  "spin_multiplicity": 4,
  "elements": ["W", "C", "O", "C", "C", "C", "C", "C", "C", "O", "C", "O", "C", "H", "H", "H", "H", "H", "H", "H", "H", "H", "C", "Si", "C", "C", "Ge", "Si", "C", "C", "C", "Si", "C", "C", "C", "H", "H", "H", "H", "H", "H", "H", "H", "H", "H", "H", "H", "H", "H", "H", "H", "H", "H", "H", "H", "H", "H", "H", "H", "H", "H", "H", "Br", "C", "C", "C", "C", "C", "N", "H", "H", "H", "H", "Br", "C", "C", "N", "C", "C", "C", "C", "O", "O", "H", "H", "H"],
  "positions_angstrom": [[0.567, -0.222, -1.008], [2.230, -4.356, 5.697], [1.571, -4.026, 4.464], [1.820, -2.922, 3.717], [2.420, -1.734, 4.307], [2.544, -0.623, 3.506], [2.141, -0.570, 2.169], [2.264, 0.613, 1.404], [3.378, 1.573, 1.778], [1.554, 0.962, 0.390], [1.288, -1.650, 1.774], [0.611, -1.497, 0.675], [1.156, -2.831, 2.484], [2.012, -5.395, 5.947], [1.956, -3.695, 6.523], [3.310, -4.379, 5.556], [2.681, -1.738, 5.337], [3.107, 0.194, 3.932], [2.964, 2.170, 2.667], [3.607, 2.180, 0.879], [4.219, 0.953, 2.067], [0.484, -3.531, 2.031], [-1.615, 0.136, 2.725], [-1.477, 1.884, 1.852], [0.111, 2.867, 2.368], [-2.925, 3.180, 2.184], [-1.530, 1.386, -0.435], [-1.512, 3.716, -1.249], [-0.621, 4.963, -0.127], [-3.260, 4.503, -1.448], [-0.694, 3.897, -2.906], [-3.869, 0.441, -0.766], [-4.208, 1.093, -2.565], [-5.224, 1.242, 0.282], [-3.671, -1.432, -0.728], [-0.660, -0.032, 3.223], [-1.908, -0.641, 2.033], [-2.353, 0.272, 3.491], [-0.133, 3.722, 3.015], [0.663, 3.243, 1.514], [0.812, 2.199, 2.942], [-3.124, 3.914, 1.405], [-2.707, 3.647, 3.167], [-3.809, 2.582, 2.371], [-1.068, 4.813, 0.893], [-0.851, 5.898, -0.561], [0.443, 4.947, -0.033], [-3.348, 4.743, -2.559], [-3.340, 5.477, -0.915], [-4.155, 3.918, -1.207], [-0.489, 3.010, -3.492], [0.221, 4.493, -2.805], [-1.376, 4.474, -3.512], [-5.261, 1.527, -2.573], [-4.173, 0.269, -3.286], [-3.444, 1.789, -2.956], [-5.490, 0.652, 1.147], [-6.084, 1.427, -0.377], [-4.838, 2.206, 0.607], [-4.398, -1.875, -0.016], [-2.637, -1.706, -0.505], [-3.904, -1.926, -1.676], [1.397, 1.683, -2.351], [-0.616, -1.054, -2.564], [-1.184, -0.724, -3.821], [-1.768, -1.772, -4.535], [-1.840, -3.067, -3.965], [-1.155, -3.270, -2.794], [-0.641, -2.268, -2.050], [-1.173, 0.307, -4.110], [-2.229, -1.608, -5.543], [-2.436, -3.855, -4.379], [-1.137, -4.226, -2.257], [8.308, -3.215, -1.978], [6.422, -3.614, -1.951], [5.837, -4.755, -2.564], [4.607, -4.730, -3.021], [3.891, -3.625, -2.835], [4.206, -2.603, -1.916], [5.597, -2.598, -1.503], [3.143, -1.647, -1.374], [1.961, -1.638, -1.916], [3.571, -0.984, -0.446], [6.310, -5.723, -2.698], [2.952, -3.651, -3.370], [5.998, -1.761, -0.877]]
}